Molecular formula: C3H2ClF
Method: DFT, the ωB97M-V functional and the def2-TZVPD basis

Computed properties:
Energy relative to the best compared isomer or geometry (same formula, charge and spin) (kJ/mol): 534.6
E_tot (hartree): -675.288494
Highest occupied orbital energy (eV): -8.80

Geometry as ORCA input:
```
! RIJCOSX wB97M-V def2-TZVPD def2/J DEFGRID3
* xyz 0 1
Cl -2.291 -0.168 0.123
F 0.425 1.926 0.042
C 0.342 -0.354 -0.153
C -1.147 -1.026 -0.510
C 1.269 0.960 -0.061
H 1.033 -1.077 -0.435
H 0.369 -0.261 0.993
*
```

=====

Molecular formula: C5H6N
Method: DFT, the ωB97M-V functional and the def2-TZVPD basis

Computed properties:
Energy relative to the best compared isomer or geometry (same formula, charge and spin) (kJ/mol): 853.7
E_tot (hartree): -248.290543
Highest occupied orbital energy (alpha / beta) (eV): -14.85 / -14.31

Geometry as ORCA input:
```
! RIJCOSX wB97M-V def2-TZVPD def2/J DEFGRID3
* xyz 1 1
N -0.858 0.238 -0.853
C -0.490 -1.216 -0.905
C 0.311 1.066 -0.760
C -0.666 -0.398 0.377
C 1.024 1.128 0.369
C 0.436 0.144 1.318
H 0.200 0.648 2.282
H 0.412 -1.650 -1.211
H -1.365 -1.718 -1.193
H 1.885 1.808 0.343
H -2.014 0.557 -1.594
H 1.127 -0.607 1.826
*
```

=====

Molecular formula: C31H28Br2IN5O6SiW
Method: DFT, the ωB97M-V functional and the def2-TZVPD basis

Computed properties:
Energy relative to the best compared isomer or geometry (same formula, charge and spin) (kJ/mol): 0.0
E_tot (hartree): -7725.908521
Highest occupied orbital energy (alpha / beta) (eV): -7.26 / -8.06

Geometry as ORCA input:
```
! RIJCOSX wB97M-V def2-TZVPD def2/J DEFGRID3
* xyz 0 3
W -0.333 -0.261 0.119
I 2.329 3.994 -0.696
Br 2.589 -6.416 2.168
Br -0.671 -2.514 4.625
Si 0.275 1.933 2.936
O 0.322 1.135 -1.266
O -1.533 -1.998 0.288
O -0.017 -0.994 2.024
O -2.229 -3.935 -0.624
O 0.738 1.707 -3.402
O -1.337 -2.617 -5.578
N 3.097 1.379 0.398
N -0.667 -1.080 -1.857
N 1.487 -1.682 -0.006
N -2.095 0.909 0.084
N -0.357 1.453 1.356
C 3.014 -3.181 -1.048
C 0.314 0.956 -2.556
C -1.719 -2.841 -0.685
C -1.067 1.553 4.191
C 1.772 -4.706 2.116
C 4.948 2.902 0.347
C 0.692 3.763 2.961
C 3.928 0.445 0.875
C 0.992 -4.310 3.162
C 1.818 1.050 3.494
C 0.504 -2.194 2.085
C -0.306 -0.371 -2.923
C -1.264 -2.263 -2.009
C -0.504 -0.827 -4.204
C -3.623 3.068 0.749
C 2.692 -0.885 -1.987
C -1.596 1.828 0.959
C 3.616 2.567 0.134
C 2.353 -1.935 -0.978
C -4.106 2.108 -0.152
C -3.315 1.034 -0.473
C 5.789 1.924 0.844
C -1.492 -2.811 -3.247
C 5.273 0.664 1.108
C 1.338 -2.612 0.999
C -1.101 -2.078 -4.368
C 2.826 -4.135 -0.095
C 1.988 -3.856 1.005
C -2.381 2.949 1.310
C -3.768 -0.043 -1.411
C 0.371 -3.049 3.156
H 1.920 1.279 4.559
H -3.114 -0.103 -2.282
H 1.623 3.952 2.426
H -1.042 -2.020 -6.275
H 2.284 -1.125 -2.971
H 2.349 0.091 -1.665
H -1.967 2.157 4.059
H 3.482 -0.515 1.097
H -4.781 0.155 -1.755
H 5.303 3.897 0.122
H -1.995 3.684 1.998
H 5.900 -0.126 1.497
H -3.754 -1.010 -0.906
H -4.243 3.919 1.004
H 1.760 -0.032 3.388
H 2.716 1.414 2.995
H 3.777 -0.838 -2.097
H -0.700 1.724 5.207
H 3.689 -3.361 -1.874
H 6.834 2.143 1.024
H -0.072 4.404 2.522
H -0.200 -0.209 -5.041
H 0.845 -4.967 4.008
H -1.980 -3.770 -3.340
H 0.837 4.075 4.000
H -1.347 0.501 4.108
H -5.088 2.200 -0.594
H 3.332 -5.088 -0.159
*
```

=====

Molecular formula: C19H21GaN9
Method: DFT, the ωB97M-V functional and the def2-TZVPD basis

Computed properties:
Energy relative to the best compared isomer or geometry (same formula, charge and spin) (kJ/mol): 68.6
E_tot (hartree): -3153.244754
Highest occupied orbital energy (eV): -17.22

Geometry as ORCA input:
```
! RIJCOSX wB97M-V def2-TZVPD def2/J DEFGRID3
* xyz 3 1
Ga -0.773 -1.208 -0.361
N -1.420 -1.855 1.446
N 0.992 -1.138 0.864
N 3.203 -0.943 1.533
N -0.162 0.165 -1.740
N -2.441 -2.348 -0.976
N -1.172 0.771 -1.074
N 0.272 0.909 -2.674
N -0.432 2.015 -2.663
N -0.654 -1.614 2.466
C 2.282 -0.988 0.595
C -2.902 -2.607 -2.198
C -4.163 -3.709 -0.030
C 0.579 -1.243 2.181
C 2.123 -1.057 5.563
C 1.522 -1.057 3.238
C 0.255 4.785 -1.681
C 3.869 -0.941 3.880
C 1.147 -1.060 4.590
C -3.061 -2.867 0.113
C -4.016 -3.413 -2.399
C 3.476 -1.010 5.209
C 2.897 -0.968 2.886
C -4.643 -3.991 -1.303
C -1.329 1.941 -1.661
C -0.159 3.103 -3.552
C 2.185 3.482 -2.671
C -2.482 -2.584 1.414
C 0.829 4.123 -2.926
H 4.225 -1.029 5.988
H 0.895 5.614 -1.391
H -1.093 3.613 -3.791
H 0.952 4.894 -3.693
H 0.203 4.105 -0.831
H -4.635 -4.135 0.844
H -4.368 -3.599 -3.403
H -2.363 -2.177 -3.037
H 0.289 2.682 -4.454
H 4.918 -0.879 3.629
H -5.484 -4.658 -1.439
H -0.734 5.193 -1.872
H 2.134 2.669 -1.945
H -2.042 2.696 -1.389
H 2.865 4.232 -2.278
H 4.189 -0.893 1.277
H 1.836 -1.093 6.605
H 0.097 -1.082 4.839
H 2.613 3.100 -3.593
H -2.903 -3.031 2.312
H 2.584 -0.915 -0.446
*
```